The following is a quantum chemistry calculation of 7 unconnected molecules or ions with the total composition C30H72N3O7 at a distorted geometry, from the Open Molecules 2025 dataset.

Structure (XYZ):
```
112
Properties=species:S:1:pos:R:3:forces:R:3:mulliken_charge:R:1
C -0.966483 0.778707 1.683162 -0.48 0.70 -1.23 0.728
C -0.843061 -0.159016 2.885833 0.52 0.24 0.16 0.491
O -0.534121 0.444455 4.055340 0.43 -0.01 -0.41 -1.070
H -0.956578 0.257302 0.709801 0.05 -0.38 0.12 -0.324
H -0.165553 1.516925 1.585249 0.21 -0.18 0.48 -0.324
H -1.883029 1.381728 1.622869 -0.12 -0.08 0.53 -0.011
H -0.074842 -0.895686 2.537873 0.22 -0.31 0.05 -0.459
H -1.770172 -0.775353 2.919186 -0.29 -0.05 -0.03 -0.087
C -4.598361 0.227529 -0.029097 1.47 -0.06 0.43 -0.858
C -4.284785 1.672167 -0.404626 -0.17 0.11 0.40 0.478
C -3.124915 1.812429 -1.388837 -0.07 -1.26 -0.95 0.380
O -3.055675 3.131294 -1.878999 0.34 0.54 0.45 -0.457
C -2.171061 3.308861 -2.962410 0.12 -0.58 -0.52 -0.684
N -5.532060 2.299723 -0.847598 0.18 0.78 -0.20 -0.777
H -4.764118 -0.378924 -0.921070 -0.35 -0.05 0.06 0.283
H -5.369832 0.123307 0.730415 -0.46 0.29 -0.41 0.372
H -3.728461 -0.194425 0.487656 0.14 -0.05 -0.26 -0.022
H -3.919834 2.199485 0.480916 -0.47 0.07 0.22 0.142
H -3.292052 1.077321 -2.197898 -0.27 0.30 -0.42 -0.066
H -2.154447 1.473428 -1.008569 -0.04 0.32 0.61 -0.059
H -1.685125 4.283606 -3.017315 -0.61 0.33 0.44 0.298
H -2.746883 3.136759 -3.876748 0.25 0.02 -0.24 0.349
H -1.308431 2.634106 -2.952313 -0.25 -0.36 0.19 0.153
H -5.308827 3.227547 -1.200609 -0.06 0.01 0.16 0.295
H -5.957005 1.835975 -1.644605 0.22 -0.40 0.08 0.281
C 6.133986 3.779513 -1.237758 -0.23 0.22 -0.58 -1.519
C 4.849359 3.296360 -0.538272 0.86 0.24 2.17 1.651
C 4.692237 4.294063 0.663131 -0.14 0.17 0.04 -1.622
C 3.421561 4.129474 1.475484 -0.31 -0.54 -1.05 0.643
C 2.237342 4.260498 0.494732 1.20 -0.48 1.26 -1.850
C 2.329556 3.310188 -0.705366 -0.86 1.18 0.22 1.939
N 3.650414 3.501097 -1.355915 -0.35 0.21 0.15 0.088
O 3.640803 2.688845 -2.542571 0.63 -0.05 0.27 -0.439
C 2.004751 1.890354 -0.259071 0.32 -1.43 -0.91 -0.546
C 1.234547 3.852786 -1.660960 1.19 -0.12 -0.78 -2.117
C 5.149845 1.896509 0.079339 -0.62 0.21 -0.63 -1.660
H 6.056890 3.629042 -2.317400 0.36 -0.02 0.02 0.295
H 7.030916 3.294492 -0.857036 -0.15 -0.42 -0.13 0.349
H 6.338307 4.834158 -1.040268 -0.39 0.12 -0.29 0.362
H 5.542664 4.235218 1.348862 0.29 -0.16 -0.35 0.438
H 4.707835 5.284786 0.198240 -0.05 0.13 0.19 0.489
H 3.318919 4.865842 2.271904 0.16 0.03 0.01 0.507
H 3.397519 3.141893 1.938919 -0.07 0.09 0.18 -0.804
H 2.261214 5.302554 0.170737 -0.58 -0.01 -0.16 0.480
H 1.367050 3.960349 1.080219 -0.43 0.52 -0.37 0.454
H 1.948142 1.756558 0.819077 0.06 0.01 0.00 -0.386
H 1.124043 1.433833 -0.721891 -0.58 0.77 0.30 0.125
H 2.707482 1.169753 -0.693638 0.53 0.26 0.43 0.360
H 1.065866 3.097506 -2.428881 -0.50 0.10 0.01 0.376
H 0.338746 4.208426 -1.157267 -0.13 -0.58 0.20 0.476
H 1.637002 4.730420 -2.176256 0.09 0.00 0.02 0.491
H 6.154202 1.902151 0.498366 0.02 0.02 0.01 0.576
H 5.092940 1.124673 -0.691197 0.02 -0.09 0.10 0.323
H 4.451728 1.666275 0.881215 -0.02 -0.16 -0.10 0.081
H 4.231771 3.205073 -3.104569 -0.29 -0.19 -0.22 0.367
C 0.773059 -2.296661 -1.878930 -0.47 -0.13 -1.29 -1.670
C -0.276318 -3.432080 -1.964428 0.35 -1.26 -0.24 1.698
C -1.306533 -3.405344 -0.827361 0.38 1.55 0.28 -1.163
C -2.456751 -2.440667 -1.069976 -0.39 -1.06 0.78 0.605
C -3.135927 -2.756505 -2.399054 0.25 2.50 0.30 -1.465
C -2.189456 -2.807585 -3.616831 -0.42 -0.17 0.67 1.737
N -0.982231 -3.555461 -3.234435 -1.63 -0.67 -0.27 0.502
O -0.186555 -3.833150 -4.363820 0.51 0.34 0.09 -0.528
C -2.977154 -3.508011 -4.722494 0.28 -0.63 -0.08 -2.111
C -1.862172 -1.382016 -4.088615 -0.14 -0.43 -0.08 -1.571
C 0.483555 -4.751505 -1.740667 0.84 0.30 1.12 -2.029
H 0.305528 -1.324289 -1.722670 0.19 0.03 0.52 0.043
H 1.240253 -2.227908 -2.867146 -0.02 -0.04 -0.03 0.379
H 1.595676 -2.543179 -1.211203 -0.30 0.27 0.47 0.449
H -1.689505 -4.390050 -0.563674 0.20 -0.13 -0.18 0.508
H -0.714813 -2.984502 -0.007685 -0.21 -0.51 0.43 0.271
H -2.178454 -1.413410 -0.822058 0.23 0.15 -0.90 -0.798
H -3.237146 -2.606299 -0.317773 0.17 -0.15 0.18 0.566
H -3.715032 -1.836211 -2.557091 -0.50 -0.36 -0.34 0.339
H -3.861491 -3.555926 -2.260362 0.41 -0.45 -0.37 0.379
H -2.365538 -3.588887 -5.621847 -0.25 0.16 -0.16 0.406
H -3.289238 -4.519621 -4.445915 0.30 -0.05 0.21 0.453
H -3.920257 -2.992621 -4.907019 0.20 0.34 -0.19 0.393
H -2.772205 -0.835738 -4.343640 -0.04 0.05 0.17 0.432
H -1.322349 -0.867487 -3.294542 0.11 0.24 -0.24 0.178
H -1.292715 -1.465380 -5.015348 0.38 0.21 0.20 0.381
H -0.106181 -5.663547 -1.827408 -0.14 0.13 -0.54 0.470
H 0.774817 -4.745799 -0.682537 0.00 -0.01 0.00 0.317
H 1.445630 -4.792519 -2.255188 -0.26 -0.19 -0.47 0.411
H -0.277934 -4.784112 -4.489835 0.02 0.03 0.06 0.328
C 2.393222 -3.926190 2.025249 -1.15 0.29 0.63 -0.581
C 1.112108 -4.440270 2.686475 0.60 0.45 0.18 -0.250
O 0.580169 -5.543184 1.957396 -0.12 0.01 0.61 -0.533
H 2.815572 -3.274542 2.791191 0.29 0.28 -0.41 0.290
H 2.057455 -3.345948 1.166283 0.59 0.05 -0.20 -0.129
H 3.124341 -4.688895 1.769354 -0.20 -0.18 -0.07 0.393
H 0.382476 -3.625052 2.753528 0.02 0.07 -0.35 0.145
H 1.335400 -4.636538 3.743926 -0.06 -0.76 -0.12 0.469
H -0.197858 -5.812201 2.459376 -0.02 -0.17 -0.30 0.296
C -4.836378 -0.782842 4.262368 0.65 -0.26 0.06 -0.739
C -3.737881 -1.087842 5.296003 -0.81 0.11 -0.04 -0.184
O -3.561433 0.019163 6.164689 0.33 -0.12 0.21 -0.500
H -5.136735 -1.734959 3.818514 -0.10 0.19 -0.36 0.290
H -4.448763 -0.084669 3.520218 0.01 -0.18 -0.18 0.045
H -5.717173 -0.300964 4.690676 0.02 -0.18 0.31 0.414
H -2.785107 -1.322863 4.824954 0.08 0.47 -0.09 0.120
H -4.009236 -1.996830 5.849494 -0.10 0.08 0.21 0.291
H -4.329051 0.069642 6.740477 -0.04 -0.01 -0.05 0.284
C 3.154029 -0.329110 2.645493 -0.83 0.22 0.45 -0.444
C 3.178800 0.894052 3.558123 -0.07 0.24 0.37 -0.587
O 2.040762 1.722933 3.696117 0.60 0.06 -1.10 -0.521
H 4.076779 -0.837344 2.933286 -0.27 -0.64 -0.23 0.415
H 3.160457 -0.153490 1.568657 0.16 0.43 0.06 0.043
H 2.222435 -0.870726 2.829985 0.33 -0.49 0.20 -0.006
H 4.063909 1.435582 3.201344 -0.30 0.81 0.17 0.309
H 3.442035 0.587298 4.575812 0.18 -0.46 -0.01 0.487
H 1.195171 1.210320 3.791050 -0.40 -0.30 0.24 0.293
```
Positions in Å, forces in eV/Å.

Computed properties:
Calculated total energy = -1877.004375 Eh
Charge = -1
LUMO level = 2.36 eV
Strongest force on any atom = 2.54 eV Å⁻¹
Molar mass = 586.92 Da
HOMO level = -3.4 eV

***

The following is a quantum chemistry calculation of 3 unconnected molecules or ions with the total composition C18H34BF3O10PS4, from the Open Molecules 2025 dataset.

Structure (XYZ):
```
71
Properties=species:S:1:pos:R:3:forces:R:3:mulliken_charge:R:1
C 1.529053 5.831455 2.560426 -0.16 -0.28 0.22 -0.967
B 1.672045 4.268414 2.925989 0.57 0.07 -0.35 1.414
O 2.129704 3.482084 1.721752 -0.38 0.16 -0.10 -1.001
C 1.560771 2.224072 1.741799 0.27 -0.09 0.02 0.821
C 1.523227 1.610162 0.336307 0.12 -0.23 -0.01 -1.630
C 2.052025 0.170656 0.279845 -0.06 0.12 -0.24 -0.409
C 3.563298 0.091698 0.568489 -0.08 -0.18 0.03 -0.637
C 3.906577 -0.558828 1.911286 0.27 0.14 -0.15 -0.656
O 5.168608 -0.101950 2.441949 -0.13 0.05 -0.08 -0.404
C 5.064488 0.701670 3.559262 0.15 -0.04 0.25 0.572
C 4.796076 2.155579 3.306466 -0.21 -0.14 -0.06 -0.303
O 5.258337 0.237066 4.646081 0.06 -0.03 -0.07 -0.576
C 0.238410 2.406334 2.564106 0.03 0.20 0.19 0.336
P -0.006835 1.110740 3.912968 0.13 0.07 0.32 0.164
S 1.149326 1.229613 5.462700 0.10 0.00 -0.19 -0.385
S -1.356288 2.641628 1.598064 -0.22 0.24 -0.06 1.289
O -1.182208 3.399036 0.392069 0.25 -0.21 0.01 -0.642
O -2.389370 3.033881 2.515155 0.04 -0.16 0.08 -0.712
C -1.925800 0.933360 1.031626 -0.03 0.25 0.14 0.621
F -2.808401 0.423818 1.902108 0.04 -0.05 -0.04 -0.257
F -0.909099 0.073348 0.932245 -0.02 -0.17 -0.03 -0.196
F -2.520871 1.013022 -0.158336 -0.07 0.00 -0.07 -0.243
O 0.309370 3.603408 3.188797 -0.19 -0.11 0.14 -0.724
H 1.615849 6.471597 3.442769 0.02 0.04 -0.04 0.234
H 2.321278 6.097802 1.856286 -0.01 0.11 -0.01 0.198
H 0.557119 6.032378 2.097393 0.07 0.04 -0.13 0.196
H 2.415472 4.035878 3.875040 -0.13 0.00 0.06 -0.378
H 2.185733 1.549896 2.363094 -0.23 0.00 0.13 -0.411
H 2.195265 2.233447 -0.255730 -0.07 0.06 -0.03 0.701
H 0.549897 1.678618 -0.144834 -0.01 0.08 0.05 0.466
H 1.846673 -0.222189 -0.718667 0.03 -0.01 0.03 0.246
H 1.497540 -0.476655 0.965573 0.01 -0.01 0.10 0.287
H 4.046577 -0.496625 -0.214223 0.07 0.09 -0.02 0.350
H 4.000158 1.089701 0.515453 0.01 0.04 0.13 0.352
H 3.126016 -0.405320 2.660390 -0.04 0.02 -0.01 0.414
H 4.033344 -1.631201 1.762106 -0.15 -0.06 0.16 0.368
H 4.420918 2.616845 4.215880 0.07 0.04 -0.03 0.202
H 4.066463 2.305928 2.511761 0.09 0.09 -0.01 -0.088
H 5.726975 2.633086 2.994488 0.02 -0.02 0.00 0.386
H -1.368939 1.247729 4.220201 -0.08 -0.09 -0.18 0.073
H 0.066652 -0.140911 3.273864 -0.16 0.06 -0.17 0.015
C -4.849389 -1.557503 -0.779151 0.00 -0.03 -0.04 -0.627
C -5.728297 -2.751067 -1.176317 0.03 0.00 0.00 -0.676
C -4.789308 -3.916279 -1.508643 -0.18 0.04 -0.05 -0.653
S -3.308034 -3.659395 -0.513250 -0.04 0.06 0.09 1.041
O -2.192979 -3.416721 -1.396124 0.06 -0.06 -0.13 -0.516
O -3.218581 -4.679986 0.497832 0.05 -0.02 -0.02 -0.714
C -3.818077 -2.101583 0.200955 -0.14 0.06 0.02 0.329
H -5.430854 -0.753495 -0.331201 0.01 0.01 0.00 0.404
H -4.343949 -1.153790 -1.659322 0.01 0.02 0.02 0.307
H -6.373283 -3.024185 -0.338891 0.02 0.00 0.01 0.297
H -6.371804 -2.514965 -2.022953 -0.01 -0.01 0.01 0.358
H -5.201867 -4.888900 -1.252861 0.06 -0.03 -0.01 0.359
H -4.477161 -3.909039 -2.551570 0.06 0.02 0.02 0.321
H -2.948679 -1.466285 0.320941 0.10 -0.14 -0.01 -0.715
H -4.258485 -2.320576 1.173539 0.02 -0.01 0.00 0.396
C -1.010541 -2.038314 -5.900733 0.07 -0.03 0.04 -0.674
C -1.219032 -2.939556 -4.675929 -0.06 0.06 0.01 -0.193
C 0.151603 -3.187267 -4.041993 -0.14 -0.12 0.08 -0.696
S 1.156965 -1.751463 -4.448521 -0.09 0.01 0.02 1.045
O 2.228404 -2.168786 -5.319665 0.04 0.00 -0.01 -0.686
O 1.439048 -0.983435 -3.265489 0.09 0.00 -0.01 -0.526
C -0.085103 -0.917702 -5.437791 -0.13 0.00 -0.08 -0.741
H -1.952313 -1.643617 -6.280696 0.00 0.00 0.00 0.340
H -0.533474 -2.602706 -6.705294 0.01 0.02 -0.01 0.326
H -1.864078 -2.437613 -3.952317 0.02 -0.01 0.01 -0.045
H -1.697803 -3.881423 -4.941462 -0.01 0.00 0.01 0.380
H 0.101806 -3.281405 -2.959568 0.03 0.02 0.00 0.349
H 0.651845 -4.053970 -4.470009 0.06 0.05 -0.02 0.355
H 0.415311 -0.385572 -6.243248 0.07 0.00 0.05 0.413
H -0.597324 -0.213672 -4.782261 0.01 0.00 0.02 0.352
```
Positions in Å, forces in eV/Å.

Computed properties:
Calculated total energy = -3717.303682 Eh
Charge = -1
LUMO level = 1.69 eV
Strongest force on any atom = 0.67 eV Å⁻¹
Molar mass = 637.51 Da
HOMO level = -5.2 eV